1.
{"formula": "C30H71FN6O9Si2", "method": "the ωB97M-V functional and the def2-TZVPD basis", "elements": ["N", "H", "H", "H", "H", "C", "H", "H", "C", "C", "C", "H", "H", "C", "H", "C", "H", "H", "H", "H", "O", "O", "H", "H", "H", "H", "O", "H", "O", "H", "H", "N", "H", "H", "H", "H", "C", "H", "C", "C", "C", "H", "H", "H", "C", "H", "N", "Si", "N", "H", "H", "H", "O", "C", "H", "O", "H", "C", "H", "H", "H", "C", "H", "C", "C", "H", "C", "H", "H", "C", "F", "H", "C", "H", "H", "C", "H", "H", "C", "O", "H", "C", "C", "N", "H", "H", "H", "C", "H", "H", "O", "H", "H", "C", "H", "C", "H", "Si", "H", "H", "C", "O", "C", "H", "H", "H", "H", "H", "H", "N", "C", "H", "H", "H", "H", "H", "H", "H", "C"], "positions_angstrom": [[-10.3072, -2.1962, 2.7461], [-10.9342, -3.7102, 4.0462], [2.5699, -4.0159, -4.5803], [-4.5516, -1.9776, 0.8841], [-7.1728, 0.6590, 3.7380], [-2.7764, -2.6898, -0.1825], [4.1642, 7.3638, 0.8861], [-4.1728, -3.6837, 1.1618], [5.0711, 9.1846, -0.6556], [-0.3040, -2.7888, -4.2417], [-4.1608, 2.6565, 0.7966], [0.2517, -5.8864, -3.2393], [-4.7574, 3.5138, 0.5019], [0.4929, -6.8716, -3.6421], [0.7119, -3.7418, -1.9229], [-9.5253, -2.9335, 1.7675], [2.8018, -2.5204, 0.5014], [1.7040, -9.2507, -1.5096], [-9.6307, -2.4738, 0.7844], [6.0256, 9.1526, -1.1854], [2.9607, -5.9737, -2.8632], [6.9460, 1.9372, 2.0599], [-3.4485, 1.2229, 2.7991], [-4.8315, -3.1372, -0.3989], [4.4455, 8.3663, -1.0073], [0.9079, -1.9862, -1.9568], [-0.0678, -0.4788, -0.4620], [-6.4633, -0.4731, 2.5526], [2.5007, -0.1114, 0.0614], [-1.6948, 2.3517, 0.3320], [-9.8683, -3.9641, 1.7254], [1.3709, -7.5831, -2.7262], [6.2437, 5.2368, 0.0917], [-3.7944, 2.7400, -1.3098], [0.9914, -6.7342, -4.6026], [-1.9952, -2.7230, 0.5743], [4.7663, 8.0606, 1.4953], [-5.6470, 1.1427, 0.8288], [-2.5857, -3.8369, -1.2150], [-4.4067, 0.7799, 2.5388], [6.1048, 10.0617, 1.4521], [1.3659, 1.2011, -1.7143], [0.7585, -9.5677, -2.9756], [6.4529, 10.8020, 0.7364], [-3.6114, 2.0282, -0.5123], [3.2853, 3.9926, 1.7451], [7.6515, 0.6096, 0.3544], [-1.6597, -0.0464, -0.0606], [0.9638, -2.9200, -3.8295], [-1.5963, 2.1086, -1.3767], [-1.5659, -4.2027, -1.2283], [1.2775, -2.3739, 1.4369], [-1.2737, -2.6685, -3.5090], [1.2471, -2.9201, -2.4002], [8.2727, 0.3719, -1.6291], [4.9151, 7.9084, 2.6925], [4.5734, 10.1301, -0.8804], [2.3358, -2.1441, 1.4043], [-2.8951, -3.5380, -2.2025], [-5.8826, 2.3003, 2.1051], [-8.4698, -2.9118, 2.0415], [0.9392, -8.8510, -2.1719], [-0.4235, -7.4375, -3.7861], [5.4573, 4.8624, 0.7458], [2.4818, -0.6147, 1.3987], [5.7718, 3.9140, 1.1820], [4.1348, 4.9173, -1.3166], [2.7736, -2.2472, -4.6234], [2.3139, -3.0402, -2.2338], [8.8135, 0.1559, 1.0999], [0.8376, 1.7594, 0.7160], [0.0166, -8.7152, -1.6044], [-2.0840, 1.7393, -0.4768], [-2.3156, -1.4370, -1.9041], [-6.4488, -0.8600, 4.2559], [6.8135, 1.4845, 0.9382], [6.9616, 9.5814, 1.9259], [9.4406, 1.0073, 1.3658], [7.4286, 0.1093, -0.9880], [-9.1586, -0.2788, 2.3544], [-0.4025, -2.8081, -5.3408], [3.0559, 4.1545, 0.6954], [-5.1196, 1.7395, 1.5736], [4.2272, 4.6597, -0.0012], [5.0803, 5.2937, -1.7483], [2.7423, 3.2176, 0.2403], [5.5185, 10.5532, 2.2290], [-6.3696, -0.0409, 3.5417], [5.2821, 5.5805, 1.5457], [8.4965, -0.3334, 2.0213], [-5.0968, 0.5722, 3.7501], [2.8034, -2.5248, 2.3073], [9.3863, -0.5430, 0.4958], [2.5607, -7.0349, -2.4218], [-4.1867, 1.1280, -0.7028], [-10.0276, -0.8933, 2.9420], [-1.8449, -0.2438, 1.3946], [1.1125, 0.6555, -0.3852], [-3.7723, -0.9667, -1.0367], [-3.2473, -4.6427, -0.8979], [-4.1682, -2.8864, 0.4234], [3.1321, 4.7635, -1.9908], [2.0642, -3.0657, -4.7629], [1.6534, -0.2181, 1.9897], [6.5217, 0.5429, -1.4039], [-3.3708, 2.9720, 1.4729], [5.9626, 1.7640, 0.2908], [-12.1022, -3.2697, 2.7816], [3.3808, -0.3125, 1.9269], [5.2922, 9.0672, 0.7724], [-2.7500, -1.3189, -0.9160], [2.2368, 4.8689, 0.6046], [-11.8420, -2.1921, 4.1652], [1.7005, -3.0469, -5.7886], [3.1544, -7.6431, -1.7184], [-4.1927, -0.1681, 2.0401], [-10.6718, -0.4208, 3.7037], [7.3228, -0.9771, -0.9688], [-11.3557, -2.8794, 3.4765]], "orbital_gap_ev": 9.528, "spin_multiplicity": 1, "fmax_ev_per_a": 2.14, "homo_energy_ev": -8.9, "total_charge": 0}

2.
{"formula": "C2H5B", "method": "the ωB97M-V functional and the def2-TZVPD basis", "elements": ["H", "H", "H", "H", "H", "C", "C", "B"], "positions_angstrom": [[-1.1135, 0.2036, 1.3025], [1.4005, 0.3657, 1.2779], [0.0338, -0.1605, -1.9034], [0.2133, 1.3120, -0.9385], [-1.1613, -1.4016, 0.2467], [-0.6207, -0.4540, 0.6045], [0.4171, 0.2265, -0.9938], [0.8308, -0.0916, 0.4042]], "orbital_gap_ev": 9.484, "spin_multiplicity": 1, "e_above_lowest_ev": 1.798, "fmax_ev_per_a": 3.17, "homo_energy_ev": -8.8, "total_charge": 0}

3.
{"formula": "C14H14N2O4S", "method": "the ωB97M-V functional and the def2-TZVPD basis", "elements": ["C", "C", "H", "O", "C", "N", "O", "H", "H", "O", "C", "C", "O", "C", "H", "C", "H", "C", "C", "C", "C", "C", "H", "H", "H", "H", "C", "N", "H", "C", "H", "H", "H", "S", "H"], "positions_angstrom": [[0.4252, 1.4809, -1.7862], [-0.3394, 1.3276, 0.9529], [0.8995, 4.1018, 3.6456], [2.5665, 2.3085, -0.9391], [-0.8861, -1.9430, -1.9534], [1.0238, 1.7939, 0.6445], [-1.1802, -0.1779, -3.3946], [0.9657, 1.1410, -2.6752], [-1.3883, 2.3058, 3.4721], [-1.3459, 1.3592, 3.2134], [-0.4441, -4.6527, -1.6031], [-1.2116, -4.2251, -2.6671], [0.2378, 3.4059, 3.4122], [-0.2394, -2.3865, -0.8007], [-0.1893, -5.7078, -1.5159], [1.7546, 2.4043, 1.7540], [-1.9677, -2.5878, -3.7660], [-1.4544, -2.8782, -2.8576], [0.0266, -3.7339, -0.6742], [-0.1453, 1.1355, 2.5088], [0.8835, 2.1742, 2.9680], [-0.7038, 0.1150, 0.0837], [-0.1207, 2.4045, -2.0535], [-1.0793, 2.0938, 0.7755], [1.5043, 1.8160, 3.7764], [2.7203, 1.9207, 1.8595], [-0.9303, -0.5075, -2.2483], [-0.5537, 0.4492, -1.3519], [-1.7582, -0.1061, 0.2655], [1.4521, 1.8967, -0.6791], [0.5918, -4.0951, 0.2098], [1.8552, 3.4723, 1.6295], [0.2574, 0.1307, 2.7471], [0.4307, -1.3167, 0.4282], [-1.6570, -4.9190, -3.3808]], "orbital_gap_ev": 8.901, "spin_multiplicity": 1, "e_above_lowest_ev": 0.357, "fmax_ev_per_a": 2.23, "homo_energy_ev": -8.7, "total_charge": 0}

4.
{"formula": "C37H86Br3N3O20P5", "method": "the ωB97M-V functional and the def2-TZVPD basis", "elements": ["C", "H", "H", "O", "H", "H", "H", "C", "C", "H", "C", "O", "C", "H", "H", "H", "H", "C", "P", "H", "H", "H", "H", "H", "O", "C", "C", "C", "H", "H", "H", "H", "H", "O", "H", "H", "C", "H", "H", "O", "C", "O", "H", "P", "H", "H", "C", "H", "H", "H", "H", "H", "H", "C", "C", "H", "H", "H", "Br", "N", "C", "C", "C", "C", "H", "Br", "H", "C", "H", "O", "H", "O", "C", "O", "H", "H", "O", "O", "H", "H", "C", "H", "C", "H", "H", "H", "H", "C", "H", "H", "H", "H", "H", "H", "H", "H", "H", "H", "C", "C", "C", "H", "H", "H", "H", "C", "P", "H", "H", "P", "C", "H", "O", "C", "H", "C", "H", "O", "H", "H", "C", "C", "H", "H", "O", "H", "H", "H", "O", "C", "H", "C", "H", "N", "O", "H", "H", "H", "O", "H", "H", "C", "C", "H", "H", "O", "O", "H", "C", "O", "H", "N", "P", "Br"], "positions_angstrom": [[-3.5578, 1.8276, -1.6414], [-2.6473, -2.7407, 3.7172], [-4.2367, -0.1829, 9.6136], [1.5847, 9.8312, -1.5458], [-0.7779, 8.0271, 0.7629], [-1.7971, 5.4310, -9.7857], [2.8751, 0.6989, 8.7920], [-0.8017, 6.7101, -0.9272], [-0.5547, 3.6291, -4.6529], [-0.3444, 6.2585, -9.2721], [-3.3359, -0.7363, 9.3320], [1.2124, 0.8953, 7.6297], [-1.2831, 5.8354, -8.9097], [1.6677, 6.1727, -4.5909], [-5.4098, 0.8989, -2.1426], [3.7936, 10.6122, 1.7127], [-0.4512, -1.3418, 5.9986], [3.1546, -0.3686, 7.0016], [-1.9618, 4.2724, -6.8174], [-4.2174, -0.9944, 1.4205], [-3.0363, 6.5414, -7.8399], [-4.0418, 1.7995, -8.2152], [1.9373, -6.0518, -1.1663], [-0.4291, 1.5050, -4.3163], [-0.9122, -1.0469, -1.7960], [3.9761, 10.1270, -0.3773], [-1.1011, 2.3337, -4.0851], [1.8287, -2.4485, 6.8951], [3.3997, 0.5646, 6.4832], [-5.0747, -2.2491, 5.4456], [3.4261, -9.4714, -6.9237], [-0.1138, -4.3050, 7.0317], [-5.0081, 3.3521, -9.8289], [2.8036, -6.2362, -5.0749], [-2.8724, -0.6063, 2.5096], [6.3870, -6.7498, -6.2085], [2.0455, -5.5213, -2.1150], [2.7331, -3.0326, 7.1127], [3.0935, -10.7830, -5.7856], [3.4253, 8.8102, -0.3725], [1.4357, -3.4143, 9.1467], [3.8515, -6.8789, -3.0024], [5.4781, -9.6542, -5.8221], [-2.5906, -0.7886, 6.8644], [-2.0244, -1.8780, 10.6635], [0.0413, -3.7584, -4.0976], [2.2325, 0.0591, 8.1590], [-0.5936, -3.5565, -2.4571], [-0.9425, -1.5379, -4.1210], [2.3228, 10.8964, 0.8053], [-0.5561, -0.8024, 8.6167], [-4.3443, -2.9218, 3.3133], [-1.1895, -4.6771, 8.3944], [-0.3830, -1.7954, 8.1941], [1.1516, -2.1569, 8.2514], [-2.5021, -0.0281, 9.3465], [3.6749, -4.8409, -3.3702], [-3.5065, -4.1807, 4.2978], [3.2958, -1.8144, 4.6126], [4.3507, -1.0239, 7.4323], [-2.2891, -1.6922, 0.7349], [5.9338, -7.6763, -6.5663], [-0.3247, 7.9709, -0.2280], [3.4888, -5.5676, -2.5799], [-0.2184, -5.9589, 7.7232], [1.2943, -6.0634, 10.1661], [-1.3641, -2.7949, 6.4498], [-0.8672, -3.6154, -3.5099], [1.4848, 5.4860, -2.2309], [5.0359, -8.2780, -4.3448], [-1.4935, -4.5025, -3.6215], [-2.4737, 2.9487, -7.6441], [-3.1702, -0.6924, 1.4622], [-2.9183, 4.3394, -5.6681], [2.8663, 7.4115, -4.1803], [-2.0709, 2.0789, -4.5118], [-0.6458, 3.6466, -6.0720], [-4.0177, -0.5750, -2.0051], [-4.8851, 0.5555, -0.5092], [3.8223, 10.6066, -1.3434], [-4.5297, 0.6757, -1.5367], [4.1469, -5.3049, -1.7487], [-2.0999, 6.9306, -8.2582], [-4.0050, 2.7386, -1.2426], [5.0545, 10.0226, -0.2450], [-0.4786, 6.6997, -1.9721], [6.5394, -8.0651, -7.3849], [1.9945, 6.8657, -3.8145], [1.4970, -8.1809, -6.0755], [1.1923, 7.5961, -3.6523], [-3.7065, -1.7391, 11.2635], [-3.9486, 4.6555, -9.2920], [-2.6350, 1.6291, -1.0804], [-2.2796, -2.6337, 1.2897], [-0.9271, -2.5217, 8.8081], [3.6869, 12.0121, 0.6337], [-3.2655, 3.2624, -10.1400], [1.2168, -0.7383, 9.7479], [-4.0216, 3.5715, -9.4178], [3.4086, 10.9639, 0.7536], [2.6335, -9.9931, -6.3801], [5.1152, -0.3732, 7.2849], [1.2417, -3.0609, 6.2084], [6.8440, -8.8777, -5.0532], [-1.2033, 2.4027, -3.0011], [-3.9896, -2.3899, 5.4212], [3.6882, -7.3299, -4.5659], [-0.3999, 5.8210, -0.4394], [-1.0565, 4.4972, -4.2234], [2.0877, 8.4566, -1.2397], [-3.6091, -3.1057, 4.1030], [-3.6860, -3.0537, 6.2420], [-2.2710, 0.6383, 6.9086], [-3.0823, -1.8594, 10.3746], [0.6276, 1.1708, 8.3490], [1.8644, -9.0303, -5.4943], [-1.2574, -1.3309, 0.6850], [-2.7812, -1.9919, -0.5594], [-3.0856, 0.2996, 1.0112], [-3.2811, 2.0035, -2.6798], [0.8511, -4.6011, 8.9929], [-1.6163, -2.3819, -3.9765], [4.3390, -1.1986, 8.4358], [-1.5420, 7.3947, -7.4425], [-0.9366, 4.7633, -8.0288], [-1.8915, 6.6522, -0.9177], [0.5035, 3.7160, -4.3939], [-0.6368, 8.8601, -0.7812], [2.6474, -8.5901, -4.3900], [2.3271, 6.1090, -2.5465], [1.7212, -4.4889, -1.9729], [5.8434, -8.6936, -5.4489], [-3.2948, -2.8138, 9.8758], [1.8151, -1.0407, 8.9886], [-3.3334, -1.0996, 5.4664], [0.9952, -9.5406, -5.0768], [-4.5106, 3.2515, -7.3378], [-2.3521, 7.7003, -8.9876], [-3.5882, -1.3117, 8.0258], [3.1558, 5.4269, -2.7470], [4.9436, -7.4275, -6.9668], [-0.2037, -4.8867, 7.9469], [-3.8227, 2.8609, -8.0919], [-2.0804, -2.5829, -4.9433], [1.3693, -6.0024, -2.8201], [-2.6666, -2.0426, -3.0695], [2.7326, 6.9385, -1.4567], [1.9725, -10.4506, -7.1178], [-1.0400, -1.8051, 6.7980], [1.0841, 7.9634, -0.0313], [1.5572, -0.6528, 5.7574], [2.2968, -1.2531, 6.1384], [-2.4117, -1.0043, -1.8356], [2.7662, -3.2433, 10.5512]], "orbital_gap_ev": 6.630, "spin_multiplicity": 1, "e_above_lowest_ev": 8.322, "fmax_ev_per_a": 7.86, "homo_energy_ev": -11.1, "total_charge": 1}